[1]
The following is a quantum chemistry calculation of a structure of composition C21H14BrIrN5OS, from OMol25.

Computed properties:
- Total charge: +2
- 2S+1: 2
- Max |F|: 1.2 eV Å⁻¹
- ΔE to the lowest compared entry with this formula, charge and spin: 0.0 kcal/mol

Last column: natural (NBO) charge in e.
Cartesian coordinates (Å):
Ir -0.436 -0.838 -2.551  1.17
N -1.138 1.922 7.330  -0.20
C -1.071 1.628 6.223  0.23
C -0.987 1.258 4.836  -0.11
C -2.127 1.300 4.037  -0.15
C -2.042 0.952 2.701  -0.18
C -0.821 0.547 2.162  -0.14
C 0.315 0.492 2.971  -0.14
C 0.237 0.856 4.302  -0.17
C -0.731 0.161 0.737  0.23
C -1.104 1.053 -0.227  0.02
C -1.577 2.398 -0.062  -0.12
C -1.917 2.867 -1.295  -0.27
C -1.635 1.822 -2.216  0.10
N -1.138 0.764 -1.595  -0.45
C -0.308 -1.161 0.425  0.01
C -0.149 -2.179 1.319  -0.12
C 0.158 -3.367 0.580  -0.08
C 0.167 -3.013 -0.741  -0.07
N -0.093 -1.688 -0.863  -0.25
H -3.073 1.598 4.467  0.26
H -2.933 0.961 2.086  0.24
H 1.268 0.189 2.555  0.22
H 1.115 0.833 4.932  0.25
H -1.641 2.914 0.882  0.26
H -2.321 3.831 -1.556  0.27
H -1.787 1.828 -3.287  0.24
H -0.276 -2.078 2.384  0.27
H 0.330 -4.359 0.966  0.27
H 0.326 -3.633 -1.605  0.24
O -3.087 -2.176 -0.849  -0.87
S -3.389 -1.842 -2.227  1.52
N -2.236 -1.278 -3.022  -0.98
Br 0.916 -2.445 -4.094  0.28
C 2.214 -1.165 -3.498  0.16
C 3.529 -1.140 -3.875  -0.24
C 4.294 -0.108 -3.335  -0.08
C 3.711 0.810 -2.472  -0.22
C 2.370 0.689 -2.159  0.08
N 1.627 -0.298 -2.675  -0.52
H 3.942 -1.874 -4.552  0.28
H 5.342 -0.027 -3.593  0.27
H 4.289 1.618 -2.047  0.27
H 1.864 1.379 -1.496  0.23



[2]
The following is a quantum chemistry calculation of an isolated molecule of C21H14BrN3O7, from OMol25.

Computed properties:
- Calculated total energy: -110831.9003 eV
- SMILES: O=C(Nc1ccc(C(=O)O)cc1)/C(=C\c1cccc([N+](=O)[O-])c1)NC(=O)c1ccc(Br)o1
- Max |F|: 15.6 eV Å⁻¹

Last column: natural (NBO) charge in e.
Cartesian coordinates (Å):
O 0.579 0.309 1.825  -0.59
C 0.090 0.293 0.683  0.66
N 0.002 -0.664 -0.198  -0.62
C 0.522 -2.038 -0.118  0.24
C 0.256 -3.086 -1.282  -0.19
C 0.759 -4.243 -1.056  -0.11
C 1.555 -4.649 0.118  -0.30
C 2.146 -5.772 -0.166  0.78
O 2.088 -6.876 -1.037  -0.62
O 3.065 -6.022 1.029  -0.74
C 1.860 -3.596 0.860  0.00
C 1.243 -2.342 0.872  -0.32
C -0.741 1.607 0.133  0.19
C -0.305 2.748 0.140  -0.31
C 1.107 2.935 0.069  -0.07
C 1.691 4.168 0.689  -0.10
C 2.957 4.561 0.629  -0.23
C 3.832 3.494 0.669  -0.18
C 3.442 2.371 -0.016  0.05
N 4.436 1.221 -0.420  0.51
O 5.588 1.603 -0.360  -0.32
O 3.939 0.223 -1.130  -0.41
C 1.979 2.097 -0.095  -0.17
N -2.239 1.166 0.035  -0.71
C -3.130 2.286 -0.398  0.75
O -2.948 3.214 -1.015  -0.51
C -4.516 1.504 -0.154  0.03
C -5.735 2.076 -0.774  -0.25
C -6.813 1.168 -0.483  -0.32
C -5.935 -0.117 0.066  0.25
Br -6.702 -1.775 0.448  0.12
O -4.841 0.278 0.248  -0.38
H -0.703 -0.654 -0.952  0.42
H -0.372 -2.787 -1.901  0.19
H 0.571 -4.897 -1.776  0.23
H 3.406 -7.018 0.795  0.50
H 2.471 -3.698 1.816  0.24
H 1.520 -1.714 1.755  0.28
H -0.916 3.425 -0.243  0.24
H 0.895 4.703 1.001  0.20
H 3.323 5.486 1.270  0.23
H 4.874 3.570 0.734  0.24
H 1.839 1.119 -0.706  0.23
H -2.368 0.271 0.364  0.41
H -5.969 3.085 -1.237  0.26
H -7.799 0.964 -0.727  0.22



[3]
The following is a quantum chemistry calculation of a structure of composition C21H14Cl2F6N3O6S3Sr, from OMol25.

Computed properties:
- Total charge: -1
- Max |F|: 0.2 eV Å⁻¹
- ΔE to the lowest compared entry with this formula, charge and spin: 10.3 kcal/mol

Last column: natural (NBO) charge in e.
Cartesian coordinates (Å):
Sr 0.575 1.312 -2.034  1.81
F -4.704 1.592 -4.078  -0.30
C -3.760 2.526 -4.147  0.74
F -3.828 3.129 -5.327  -0.30
F -3.975 3.426 -3.187  -0.31
S -2.097 1.791 -3.876  2.23
O -2.159 1.158 -2.571  -0.99
O -1.140 2.867 -3.954  -0.94
N -2.081 0.791 -5.085  -1.22
S -0.821 -0.138 -5.287  2.27
O 0.274 0.232 -4.409  -1.01
O -0.557 -0.383 -6.664  -0.90
C -1.392 -1.753 -4.608  0.72
F -2.499 -2.158 -5.230  -0.31
F -0.440 -2.667 -4.789  -0.31
F -1.644 -1.645 -3.307  -0.31
S 3.107 2.698 -2.109  -0.52
C 2.552 3.126 -0.516  0.08
C 3.459 3.508 0.493  -0.28
C 2.994 3.835 1.743  -0.15
C 1.624 3.786 2.005  -0.30
C 0.799 3.392 0.979  0.07
N 1.230 3.078 -0.247  -0.61
H 4.513 3.523 0.258  0.22
H 3.690 4.121 2.522  0.20
H 1.220 4.020 2.979  0.21
H -0.272 3.318 1.133  0.18
Cl -0.653 -0.089 4.013  0.01
C -1.293 -0.361 2.425  -0.07
C -1.781 0.733 1.738  -0.21
C -2.356 0.579 0.488  -0.23
C -2.451 -0.688 -0.065  -0.21
C -1.947 -1.768 0.631  -0.07
Cl -2.069 -3.347 -0.105  -0.02
C -1.328 -1.652 1.884  0.20
N -0.844 -2.772 2.561  -0.65
C 0.495 -2.789 3.099  0.14
C 0.642 -3.108 4.442  -0.21
C 1.895 -3.140 5.027  -0.23
C 3.012 -2.836 4.257  -0.21
C 2.862 -2.539 2.914  -0.18
C 1.610 -2.528 2.302  0.00
C 1.499 -2.268 0.828  -0.55
C 1.329 -0.790 0.430  0.80
O 1.566 0.096 1.245  -0.70
O 0.961 -0.629 -0.785  -0.92
H -1.710 1.705 2.205  0.22
H -2.735 1.433 -0.056  0.23
H -2.885 -0.836 -1.044  0.24
H -1.057 -3.620 2.056  0.39
H -0.252 -3.300 5.023  0.22
H 2.000 -3.382 6.077  0.20
H 3.998 -2.836 4.704  0.20
H 3.732 -2.310 2.311  0.21
H 0.681 -2.833 0.380  0.23
H 2.410 -2.609 0.330  0.23



[4]
The following is a quantum chemistry calculation of a structure of composition C21H14I2N6O3RhS2, from OMol25.

Computed properties:
- Total charge: -1
- 2S+1: 5
- Max |F|: 0.8 eV Å⁻¹
- ΔE to the lowest compared entry with this formula, charge and spin: 7.0 kcal/mol

Last column: natural (NBO) charge in e.
Cartesian coordinates (Å):
Rh -0.325 -0.389 -0.265  1.31
S -1.643 -1.966 1.198  -0.16
C -2.226 -2.713 -0.238  -0.22
S -1.573 -1.997 -1.665  -0.09
C -3.110 -3.750 -0.256  -0.42
C -3.620 -4.309 0.973  0.31
N -4.029 -4.758 1.952  -0.35
C -3.559 -4.328 -1.499  0.30
N -3.918 -4.794 -2.490  -0.34
I -2.313 3.265 -3.601  0.16
C -2.277 3.263 -1.523  -0.24
C -2.845 4.336 -0.810  -0.22
C -2.834 4.366 0.558  -0.18
I -3.694 6.007 1.526  0.12
C -2.242 3.304 1.288  -0.14
C -2.158 3.202 2.695  -0.11
C -1.553 2.123 3.277  -0.26
C -1.023 1.112 2.463  0.09
N -1.092 1.178 1.156  -0.48
C -1.681 2.241 0.552  0.18
C -1.679 2.186 -0.883  0.30
O -1.131 1.172 -1.488  -0.70
H -3.295 5.151 -1.361  0.23
H -2.577 3.991 3.307  0.23
H -1.482 2.033 4.353  0.22
H -0.534 0.238 2.881  0.22
C 3.631 -1.274 0.999  -0.43
C 3.078 -2.382 1.908  -0.44
C 1.581 -2.059 2.024  -0.07
O 1.398 -0.748 1.422  -0.59
C 2.704 -0.124 1.300  -0.07
H 3.532 -1.543 -0.050  0.23
H 4.671 -1.024 1.195  0.22
H 3.553 -2.349 2.889  0.20
H 3.235 -3.377 1.492  0.22
H 1.249 -2.018 3.060  0.17
H 0.947 -2.761 1.496  0.21
H 2.954 0.344 2.256  0.16
H 2.661 0.628 0.525  0.23
N 0.885 -0.957 -3.537  -0.80
C 1.762 -0.419 -2.666  0.68
O 1.474 -0.396 -1.414  -0.77
C 2.965 0.120 -3.158  -0.55
C 3.272 0.010 -4.547  0.30
N 3.514 -0.065 -5.676  -0.40
C 3.816 0.868 -2.290  0.33
N 4.504 1.480 -1.590  -0.42
H -0.014 -1.247 -3.207  0.41
H 1.039 -0.871 -4.526  0.41



Please write out number 2 again, unchanged.
The following is a quantum chemistry calculation of an isolated molecule of C21H14BrN3O7, from OMol25.

Computed properties:
- Calculated total energy: -110831.9003 eV
- SMILES: O=C(Nc1ccc(C(=O)O)cc1)/C(=C\c1cccc([N+](=O)[O-])c1)NC(=O)c1ccc(Br)o1
- Max |F|: 15.6 eV Å⁻¹

Last column: natural (NBO) charge in e.
Cartesian coordinates (Å):
O 0.579 0.309 1.825  -0.59
C 0.090 0.293 0.683  0.66
N 0.002 -0.664 -0.198  -0.62
C 0.522 -2.038 -0.118  0.24
C 0.256 -3.086 -1.282  -0.19
C 0.759 -4.243 -1.056  -0.11
C 1.555 -4.649 0.118  -0.30
C 2.146 -5.772 -0.166  0.78
O 2.088 -6.876 -1.037  -0.62
O 3.065 -6.022 1.029  -0.74
C 1.860 -3.596 0.860  0.00
C 1.243 -2.342 0.872  -0.32
C -0.741 1.607 0.133  0.19
C -0.305 2.748 0.140  -0.31
C 1.107 2.935 0.069  -0.07
C 1.691 4.168 0.689  -0.10
C 2.957 4.561 0.629  -0.23
C 3.832 3.494 0.669  -0.18
C 3.442 2.371 -0.016  0.05
N 4.436 1.221 -0.420  0.51
O 5.588 1.603 -0.360  -0.32
O 3.939 0.223 -1.130  -0.41
C 1.979 2.097 -0.095  -0.17
N -2.239 1.166 0.035  -0.71
C -3.130 2.286 -0.398  0.75
O -2.948 3.214 -1.015  -0.51
C -4.516 1.504 -0.154  0.03
C -5.735 2.076 -0.774  -0.25
C -6.813 1.168 -0.483  -0.32
C -5.935 -0.117 0.066  0.25
Br -6.702 -1.775 0.448  0.12
O -4.841 0.278 0.248  -0.38
H -0.703 -0.654 -0.952  0.42
H -0.372 -2.787 -1.901  0.19
H 0.571 -4.897 -1.776  0.23
H 3.406 -7.018 0.795  0.50
H 2.471 -3.698 1.816  0.24
H 1.520 -1.714 1.755  0.28
H -0.916 3.425 -0.243  0.24
H 0.895 4.703 1.001  0.20
H 3.323 5.486 1.270  0.23
H 4.874 3.570 0.734  0.24
H 1.839 1.119 -0.706  0.23
H -2.368 0.271 0.364  0.41
H -5.969 3.085 -1.237  0.26
H -7.799 0.964 -0.727  0.22



Q: Which formula does entry 4 have?
A: C21H14I2N6O3RhS2